[1]
{"formula": "C32H40IrN4P2", "method": "ωB97M-V/def2-TZVPD", "symbols": ["Ir", "N", "P", "C", "C", "C", "C", "C", "C", "C", "C", "C", "C", "C", "C", "C", "C", "C", "C", "C", "N", "H", "H", "H", "H", "H", "H", "H", "H", "H", "H", "H", "H", "H", "H", "H", "N", "C", "C", "C", "C", "C", "N", "C", "H", "H", "H", "H", "C", "C", "C", "P", "C", "C", "C", "C", "C", "C", "H", "H", "H", "H", "H", "H", "H", "H", "H", "H", "H", "H", "H", "H", "H", "H", "H", "H", "H", "H", "H"], "positions_angstrom": [[-0.550413, 0.284694, -0.209095], [0.716758, 0.725221, 2.490856], [-0.142861, -0.550841, 1.815254], [-1.863236, -0.408531, 2.319393], [-2.230231, 0.411029, 3.390289], [-3.568103, 0.565724, 3.708082], [-4.548558, -0.068161, 2.950159], [-4.197120, -0.870483, 1.874960], [-2.857641, -1.046528, 1.554846], [0.572730, -2.091090, 2.318305], [1.915761, -2.199777, 2.700652], [2.419112, -3.435323, 3.070915], [1.600350, -4.558215, 3.044338], [0.266315, -4.451947, 2.670302], [-0.257260, -3.220483, 2.315699], [0.607998, 1.979096, 1.889118], [1.018824, 3.135772, 2.541448], [0.929057, 4.345443, 1.887394], [0.420788, 4.390570, 0.585890], [0.012176, 3.222505, 0.000465], [0.102720, 2.025358, 0.629111], [1.060741, 0.704610, 3.441840], [-1.480345, 0.915890, 3.985803], [-3.850292, 1.177800, 4.554025], [-5.591839, 0.058349, 3.207257], [-4.960531, -1.376726, 1.299467], [-2.601664, -1.727867, 0.751993], [2.551927, -1.326176, 2.768778], [3.446576, -3.521770, 3.397822], [2.000934, -5.519243, 3.338731], [-0.371797, -5.325132, 2.680823], [-1.308193, -3.134999, 2.069836], [1.403975, 3.069388, 3.550396], [1.246202, 5.253485, 2.383517], [0.335781, 5.322473, 0.045553], [-0.396500, 3.199729, -0.998331], [-5.322352, 4.283548, -0.696838], [-4.718882, 3.469528, -1.235779], [-3.963053, 2.427126, -1.870636], [-4.340187, 1.857980, -3.082096], [-3.553630, 0.840890, -3.594740], [-2.425284, 0.436484, -2.907419], [-2.033745, 0.998093, -1.748600], [-2.812772, 1.972005, -1.245149], [-5.225418, 2.201915, -3.601167], [-3.807838, 0.358975, -4.528423], [-1.808588, -0.346733, -3.310238], [-2.530113, 2.408032, -0.295552], [0.813845, 0.316040, -3.829167], [1.894594, 0.448459, -2.759229], [2.365781, 1.901324, -2.672944], [1.449948, -0.302512, -1.147387], [2.896904, -0.280377, -0.037755], [3.984236, -1.246710, -0.528775], [3.489608, 1.094784, 0.316478], [0.968024, -2.073359, -1.326766], [-0.566937, -2.151428, -1.431698], [1.626542, -2.879382, -2.444238], [1.258129, 0.547048, -4.797732], [0.018221, 1.039224, -3.659982], [0.387808, -0.682606, -3.904875], [2.753254, -0.173085, -3.047550], [1.572806, 2.555492, -2.313447], [2.622003, 2.238197, -3.677902], [3.244484, 2.038638, -2.053183], [2.472956, -0.715010, 0.870613], [4.376674, -0.968847, -1.507595], [3.644771, -2.279673, -0.555787], [4.817105, -1.196215, 0.173972], [4.348310, 1.313360, -0.316821], [3.856454, 1.068024, 1.343223], [2.792321, 1.921818, 0.222806], [1.248009, -2.507931, -0.357185], [-0.921679, -1.902417, -2.423626], [-1.158934, -1.525286, -0.680164], [-0.929645, -3.150209, -1.183042], [1.375174, -2.499915, -3.433354], [1.279896, -3.913320, -2.393640], [2.709056, -2.895812, -2.352504]], "atomic_forces_ev_per_a": [[-0.032, -0.704, -0.799], [-0.026, 0.217, -0.106], [0.101, 0.394, 0.327], [0.034, -0.021, -0.316], [-0.037, 0.069, 0.027], [0.016, 0.015, 0.023], [-0.024, 0.022, 0.014], [0.073, -0.052, -0.036], [-0.131, 0.046, 0.085], [0.047, 0.022, 0.000], [-0.080, -0.037, 0.134], [0.032, 0.035, 0.002], [0.011, -0.022, -0.002], [-0.031, -0.011, -0.002], [0.072, 0.039, -0.026], [0.014, -0.288, -0.025], [0.022, 0.038, -0.022], [-0.024, -0.047, -0.032], [-0.019, -0.036, 0.033], [0.074, 0.105, -0.047], [-0.170, -0.507, 0.347], [0.007, 0.019, 0.034], [-0.003, -0.010, 0.009], [-0.006, 0.004, -0.003], [0.002, 0.008, 0.009], [-0.002, 0.005, 0.005], [-0.018, 0.011, 0.016], [0.021, -0.004, -0.013], [-0.002, 0.001, -0.003], [-0.005, -0.001, -0.002], [0.003, 0.000, -0.001], [0.012, -0.038, 0.024], [0.002, 0.015, -0.005], [0.005, -0.002, -0.006], [-0.004, -0.014, -0.008], [0.002, -0.009, -0.059], [0.068, -0.001, 0.008], [-0.096, -0.027, -0.008], [0.064, 0.025, 0.030], [-0.046, 0.016, -0.027], [0.047, -0.043, -0.005], [-0.024, 0.087, 0.008], [-0.026, 0.426, 0.333], [-0.055, -0.040, 0.009], [-0.003, -0.003, 0.008], [0.005, -0.002, 0.002], [0.071, -0.049, -0.021], [0.043, 0.013, 0.012], [0.036, 0.005, -0.029], [-0.006, -0.068, 0.002], [0.009, 0.015, -0.022], [-0.105, -0.079, 0.022], [-0.042, 0.032, 0.125], [0.063, 0.050, 0.071], [0.057, -0.134, -0.040], [-0.073, -0.047, 0.046], [0.312, 0.346, 0.010], [-0.008, -0.057, -0.041], [-0.017, -0.002, 0.002], [-0.025, 0.035, 0.012], [-0.016, -0.036, 0.006], [-0.018, -0.063, 0.020], [-0.070, 0.052, 0.056], [-0.002, -0.025, -0.001], [0.028, -0.007, 0.018], [0.022, 0.032, -0.084], [-0.008, 0.007, -0.008], [0.021, -0.018, 0.006], [0.012, -0.008, -0.013], [-0.024, 0.023, -0.026], [0.007, 0.007, -0.010], [-0.116, 0.090, 0.044], [0.052, 0.082, -0.065], [-0.071, 0.027, -0.069], [0.000, 0.072, -0.028], [-0.015, -0.001, 0.093], [-0.009, 0.009, 0.002], [0.004, 0.008, 0.009], [0.016, -0.007, -0.032]], "mulliken_charge": [2.29, 0.51, -0.11, 1.06, -1.03, -0.87, -0.72, -1.09, 0.25, 1.20, -0.10, -0.99, -0.62, -0.84, -0.67, 0.62, -1.22, -0.57, -1.18, -0.22, 0.00, 0.36, 0.46, 0.49, 0.48, 0.52, 0.29, 0.40, 0.48, 0.47, 0.50, 0.45, 0.56, 0.51, 0.53, 0.59, -0.36, -0.33, -0.23, -0.29, -1.25, -0.06, 0.12, 0.18, 0.56, 0.51, 0.27, 0.64, -1.63, 0.67, -1.29, 0.05, 3.01, -1.73, -1.86, 0.23, -1.37, -1.45, 0.55, 0.41, 0.25, 0.69, 0.20, 0.46, 0.29, -2.08, 0.40, 0.39, 0.48, 0.53, 0.40, 0.45, 0.36, 0.32, 0.00, 0.55, 0.32, 0.48, 0.36], "lumo_ev": -9.8, "e_homo_ha": -0.6511, "energy_ha": -2248.5734, "homo_lumo_gap_ev": 7.90, "charge": 3}

***

[2]
{"formula": "C15H15NO4S", "method": "ωB97M-V/def2-TZVPD", "symbols": ["C", "O", "C", "C", "C", "C", "N", "S", "O", "O", "C", "C", "C", "C", "C", "C", "C", "C", "O", "C", "C", "H", "H", "H", "H", "H", "H", "H", "H", "H", "H", "H", "H", "H", "H", "H"], "positions_angstrom": [[6.153636, 1.925092, -0.120430], [4.894641, 1.974036, 0.504012], [3.930966, 1.100363, 0.091224], [2.709806, 1.174314, 0.762960], [1.664080, 0.343468, 0.425111], [1.816225, -0.596374, -0.591065], [0.747384, -1.420350, -0.948300], [-0.307937, -2.058949, 0.200421], [-0.883124, -3.200769, -0.449333], [0.348549, -2.236765, 1.460935], [-1.542240, -0.781832, 0.340335], [-1.815549, -0.222275, 1.573343], [-2.782237, 0.764957, 1.697942], [-3.453201, 1.155786, 0.550398], [-3.175049, 0.580037, -0.694863], [-2.215233, -0.397804, -0.810042], [-4.072356, 1.216592, -1.715757], [-4.873215, 2.214467, -0.854304], [-4.417408, 2.096108, 0.497245], [3.031342, -0.672349, -1.258747], [4.080302, 0.169667, -0.929295], [6.756423, 2.686713, 0.371874], [6.630232, 0.948065, 0.009614], [6.083288, 2.155871, -1.188650], [2.604649, 1.899716, 1.553631], [0.726876, 0.409015, 0.951859], [0.953175, -2.097930, -1.666681], [-1.260811, -0.573010, 2.429371], [-3.012612, 1.215166, 2.649083], [-1.979807, -0.870424, -1.749293], [-4.719591, 0.480084, -2.193079], [-3.498658, 1.720164, -2.494714], [-4.719127, 3.251437, -1.166307], [-5.946349, 2.003250, -0.861898], [3.161581, -1.397128, -2.049690], [5.007265, 0.079638, -1.473127]], "atomic_forces_ev_per_a": [[0.158, -0.001, -0.080], [-0.280, -0.022, 0.119], [-0.138, -0.063, -0.019], [0.193, 0.021, -0.069], [0.223, 0.042, -0.089], [0.583, 0.533, 0.242], [-0.786, -0.631, 0.269], [0.129, -0.046, -0.383], [-0.066, 0.139, -0.244], [-0.093, 0.379, -0.017], [0.545, -0.490, 0.072], [0.054, -0.059, 0.057], [-0.218, 0.165, -0.110], [0.368, -0.425, -0.247], [-0.032, 0.073, 0.226], [-0.219, 0.181, 0.008], [-0.014, -0.001, -0.064], [-0.326, 0.206, -0.492], [0.133, -0.006, 0.486], [-0.429, -0.105, 0.090], [0.236, 0.247, 0.119], [0.002, -0.068, -0.071], [-0.020, 0.023, -0.017], [0.003, -0.024, 0.031], [-0.025, 0.092, 0.106], [-0.030, 0.124, 0.097], [-0.154, -0.195, 0.007], [0.040, 0.018, 0.148], [-0.011, 0.040, 0.131], [-0.006, -0.012, -0.203], [-0.001, 0.041, -0.026], [-0.047, -0.007, -0.010], [-0.031, -0.138, 0.040], [0.140, 0.037, -0.002], [0.029, -0.091, -0.080], [0.088, 0.019, -0.026]], "mulliken_charge": [-0.86, -0.43, 0.77, -1.09, 0.41, 0.61, -0.24, 1.42, -0.75, -0.65, 0.03, -0.15, -1.19, 0.13, 0.90, -0.74, -0.65, -0.36, -0.52, -1.17, -0.41, 0.24, 0.34, 0.34, 0.41, 0.16, 0.28, 0.55, 0.44, 0.44, 0.28, 0.25, 0.27, 0.27, 0.29, 0.39], "lumo_ev": 0.7, "e_homo_ha": -0.2939, "energy_ha": -1334.4720, "homo_lumo_gap_ev": 8.68, "smiles": "COc1ccc(NS(=O)(=O)c2ccc3c(c2)CCO3)cc1"}

***

[3]
{"formula": "C7H11BrN", "method": "ωB97M-V/def2-TZVPD", "symbols": ["C", "C", "C", "C", "C", "C", "C", "N", "Br", "H", "H", "H", "H", "H", "H", "H", "H", "H", "H", "H"], "positions_angstrom": [[-1.035136, 1.407438, 0.208824], [-0.226753, 1.400736, 1.386892], [-0.611621, 1.147972, -1.037147], [0.969850, 0.692203, 1.349091], [0.876071, 0.765562, -1.193208], [1.457371, 0.334464, 0.100261], [-1.180091, -1.766070, 0.053560], [0.274523, -1.743493, -0.145082], [3.254135, -0.175730, -0.048953], [-2.020363, 1.888126, 0.196840], [-0.808632, 1.667913, 2.303768], [-1.204899, 1.289141, -1.904941], [1.647865, 0.689677, 2.206655], [0.830338, 0.106243, -2.038856], [1.367670, 1.675212, -1.364628], [-1.650667, -1.084122, -0.630188], [-1.704185, -2.812941, 0.098340], [-1.462495, -1.372063, 0.971682], [0.566943, -1.819193, -1.113571], [0.660073, -2.291066, 0.600656]], "atomic_forces_ev_per_a": [[-1.493, 1.867, -0.978], [-1.004, -2.106, 0.045], [2.816, -0.236, 1.477], [-0.143, 2.102, 0.898], [-3.597, -0.504, 1.222], [0.623, -0.908, -1.028], [-0.686, -2.180, -1.217], [-1.393, 1.084, 0.513], [-0.250, -0.189, 0.186], [0.140, -0.463, 0.780], [1.347, 0.183, -0.572], [-0.470, 0.069, -0.588], [-0.412, -0.467, -0.196], [1.288, -0.435, -0.316], [1.052, 1.522, -0.984], [-0.344, -0.363, -0.678], [1.215, 1.635, -0.670], [0.045, 0.943, 2.094], [0.216, -0.946, 0.594], [1.052, -0.606, -0.584]], "mulliken_charge": [-0.20, -0.42, -0.46, -0.32, -0.86, 0.41, -1.01, -0.36, 0.06, 0.37, 0.40, 0.46, 0.45, 0.38, 0.51, 0.37, 0.31, 0.39, 0.26, 0.27], "lumo_ev": -5.7, "e_homo_ha": -0.4869, "energy_ha": -2901.7453, "homo_lumo_gap_ev": 7.51, "charge": 1}